# 1
Molecular formula: C22H80N3O26
Method: DFT, ωB97M-V/def2-TZVPD

Summary:
- frontier orbital gap (eV) = 6.83
- LUMO (hartree) = -0.1374
- net charge = +1
- electronic energy (eV) = -81802.0475
- HOMO energy (eV) = -10.57

XYZ file:
```
131
Properties=species:S:1:pos:R:3:forces:R:3
C 1.0289 4.2827 2.6354 0.34 -1.29 -0.71
C 0.9709 2.9934 1.6367 -0.65 -0.35 1.58
C -0.4996 2.7591 1.0120 1.01 0.40 -0.09
C -1.5809 2.2047 2.0506 -2.76 1.89 -2.77
C -2.9716 2.4417 1.2289 0.15 0.26 -2.67
N -3.8726 1.2222 1.3611 0.96 -1.24 5.08
C -3.1261 0.3255 2.2649 2.42 3.24 -2.39
N -3.5576 -0.6893 3.0308 0.38 0.36 -0.09
N -1.7314 0.7403 2.2725 -1.47 -0.41 0.59
C -0.7205 -0.1783 1.6676 0.11 -2.27 -0.07
C -1.0294 -0.6311 0.1561 1.18 -0.40 -0.33
C -0.3134 -2.0820 -0.0666 0.86 0.72 -0.62
C 1.2842 -1.8686 -0.2398 3.25 0.19 -0.36
C 2.2019 -1.6980 1.0015 1.02 0.23 -2.33
C 3.7367 -1.4718 0.9544 -2.57 -0.59 -3.40
C 4.4141 -1.4587 -0.4419 -3.92 -0.57 1.00
C 3.5112 -1.6424 -1.6924 -1.22 0.04 1.97
C 1.9683 -1.8359 -1.6500 1.97 0.62 3.71
O 2.0366 2.9679 0.6668 -1.56 0.92 0.14
C 1.8953 3.9943 -0.3404 1.17 0.27 -2.06
C 1.2340 3.4837 -1.7156 -2.02 -0.68 -2.12
C -0.1203 4.1866 -2.1129 1.01 -2.30 -1.89
C -0.9361 3.8100 -3.3732 4.16 -2.15 1.38
C -0.3381 2.6574 -4.2618 1.45 1.39 3.02
C 1.0248 1.9658 -3.8919 -1.36 2.06 1.81
C 1.8451 2.3466 -2.6083 -3.95 2.15 -0.90
H 2.1406 4.4110 2.9006 -1.78 0.00 -0.29
H 0.6133 5.2182 2.1239 0.53 -1.28 0.95
H 0.4328 3.9626 3.5642 0.84 0.91 -1.35
H 1.1585 2.0871 2.3357 0.01 1.35 -1.23
H -0.3700 2.1076 0.0734 -0.45 0.76 1.53
H -0.9087 3.7707 0.6217 0.56 -1.61 0.73
H -1.7062 2.9325 2.9216 0.82 -1.69 -0.44
H -3.5395 3.4196 1.4154 0.82 -1.57 0.29
H -2.7890 2.4380 0.0874 0.21 0.33 1.80
H -4.7012 1.5122 1.9299 0.03 -0.41 -0.86
H -3.0781 -0.8079 3.9457 -0.08 -0.41 -1.36
H -4.3569 -1.3009 2.8165 0.32 0.86 0.07
H 0.3546 0.1962 1.7084 -1.75 -0.02 0.24
H -0.7407 -1.1474 2.3042 0.07 1.55 -0.96
H -2.1360 -0.6548 -0.1236 1.37 -0.09 0.65
H -0.5029 0.0657 -0.6006 -0.97 -0.90 1.24
H -0.5126 -2.8118 0.7878 0.23 1.06 -1.07
H -0.7213 -2.5398 -1.0300 0.66 0.58 1.30
H 1.7019 -1.7156 2.0291 0.84 -0.06 -1.59
H 4.2832 -1.3340 1.9570 -0.85 -0.19 -1.79
H 5.5443 -1.3283 -0.4781 -1.77 -0.19 -0.42
H 4.0025 -1.6237 -2.7362 -0.81 0.04 1.91
H 1.3340 -1.9495 -2.6035 1.31 0.19 1.80
H 1.3526 4.9389 -0.0023 0.57 -1.40 -0.24
H 2.9709 4.3198 -0.6192 -1.71 -0.48 0.64
H -0.5456 5.0046 -1.4187 0.82 -1.47 -1.24
H -1.9157 4.3418 -3.5910 1.54 -1.00 0.16
H -0.9466 2.3503 -5.1824 1.29 0.31 1.50
H 1.4022 1.1263 -4.5842 -0.63 1.55 1.26
H 2.8232 1.8192 -2.3213 -1.75 0.91 -0.55
O -6.1342 2.6008 3.2461 0.47 -0.31 -0.23
H -6.9696 2.3470 3.6675 -0.34 0.09 0.05
H -5.5985 2.9330 3.9746 -0.36 0.22 -0.10
O 4.4880 -4.5107 -3.5270 -0.16 0.31 0.12
H 4.8520 -5.2671 -3.0441 -0.13 -0.09 0.09
H 4.6312 -3.7636 -2.9321 0.04 -0.20 -0.03
O -8.8758 1.3742 3.9826 -0.15 -0.20 0.21
H -9.6299 1.3224 3.3739 0.11 0.17 -0.32
H -9.2838 1.4663 4.8516 0.12 0.00 -0.12
O 1.1140 -4.0483 -3.6080 0.07 0.06 -0.13
H 2.0188 -4.2106 -3.2988 0.07 -0.15 -0.12
H 1.2321 -3.5262 -4.4145 -0.03 -0.22 -0.10
O 6.7861 -2.6057 1.9560 -0.18 0.14 -0.27
H 7.5229 -2.3861 1.3709 0.05 0.00 0.24
H 6.0126 -2.2412 1.5070 0.21 -0.21 -0.01
O 6.7969 0.4498 0.8027 -0.18 -0.02 -0.19
H 5.9186 0.1372 1.0526 0.12 0.23 0.10
H 6.6228 1.1392 0.1487 0.09 -0.04 0.09
O 1.8091 -4.1266 -6.7909 -0.24 0.11 -0.08
H 1.3596 -4.9606 -6.5945 0.16 -0.22 0.10
H 1.7539 -4.0516 -7.7516 0.08 0.07 0.14
O -9.9802 1.7151 1.4626 -0.03 0.16 -0.21
H -10.4840 1.5992 0.6477 -0.05 -0.05 0.20
H -9.0840 1.9054 1.1584 -0.09 -0.14 0.05
O 9.4694 0.7187 2.3597 -0.16 -0.04 -0.09
H 8.7139 0.6935 1.7591 0.04 -0.03 0.10
H 9.0695 0.8056 3.2372 0.07 0.06 -0.01
O 0.6725 -6.6264 -5.2997 0.13 0.27 -0.09
H 1.0387 -7.3811 -4.8169 -0.20 0.01 -0.01
H 0.8100 -5.8781 -4.7030 -0.01 -0.06 0.16
O 4.9478 -3.6820 3.9976 -0.14 0.20 -0.18
H 5.6859 -3.4613 3.4105 0.08 -0.08 0.10
H 4.1747 -3.3209 3.5478 0.08 -0.16 0.09
O -3.3834 4.2206 -5.2827 -0.09 0.11 -0.29
H -2.9014 3.8227 -6.0184 -0.06 0.05 0.11
H -3.8836 4.9378 -5.6920 0.03 -0.11 0.08
O -4.1292 1.1738 5.4175 0.11 -0.03 -0.24
H -4.2885 2.0863 5.1517 0.13 -0.12 0.23
H -4.0248 0.6995 4.5824 -0.34 0.32 0.29
O 0.4584 -6.5118 -1.9985 -0.34 0.14 0.09
H 0.1672 -5.6628 -2.3590 0.19 -0.08 0.00
H -0.1514 -7.1530 -2.3901 0.08 0.21 -0.08
O -1.8496 5.0307 4.3331 -0.15 -0.06 0.19
H -1.2991 5.7812 4.5906 -0.03 -0.09 -0.12
H -2.4201 4.8858 5.0983 0.11 0.08 -0.07
O -7.5460 3.2193 5.8921 -0.05 -0.29 0.11
H -8.3997 3.4994 6.2457 0.17 0.15 -0.06
H -7.4937 2.2824 6.1213 0.11 0.15 0.11
O -5.7848 4.7586 -0.2267 0.43 0.11 0.17
H -5.4263 4.0152 0.2742 -0.21 0.03 -0.06
H -5.6562 5.5184 0.3572 -0.24 -0.06 0.00
O 3.6894 5.9692 -2.4315 -0.26 -0.02 -0.11
H 3.4034 6.8128 -2.8030 0.11 -0.09 0.07
H 3.0803 5.3251 -2.8177 0.08 0.05 0.01
O 4.4252 -2.4958 -6.9903 -0.15 0.25 0.32
H 3.5869 -2.7421 -6.5741 0.12 -0.26 -0.17
H 4.9702 -2.1899 -6.2556 0.02 -0.11 -0.18
O 4.9901 -6.6012 -1.3859 -0.02 0.13 0.22
H 4.1536 -6.8417 -0.9675 0.04 0.02 -0.17
H 5.5389 -6.2943 -0.6531 0.00 -0.08 -0.13
O 8.4407 0.7678 5.1216 -0.24 -0.20 0.15
H 7.5960 1.0586 5.4862 0.15 0.05 -0.09
H 8.4755 -0.1741 5.3332 0.09 0.11 -0.04
O -3.0561 5.7496 -1.1817 -0.13 0.10 0.04
H -3.9396 5.4374 -0.9362 0.00 -0.09 -0.20
H -3.2248 6.4249 -1.8503 0.09 -0.09 0.08
O 0.4197 -8.9109 -3.3328 0.29 0.10 -0.33
H 0.6486 -9.8138 -3.5838 -0.07 0.12 0.10
H 0.8085 -8.8076 -2.4549 0.05 -0.26 -0.12
O -7.5650 -0.0716 1.6710 0.37 0.02 0.07
H -7.0289 0.6916 1.9210 -0.13 -0.09 0.07
H -8.1280 -0.2234 2.4417 0.02 0.11 -0.07
O -0.1919 -10.8419 -1.5444 -0.29 -0.17 0.31
H -0.9453 -10.8691 -2.1474 0.11 0.06 0.07
H -0.5944 -10.7575 -0.6712 0.13 -0.10 -0.08
```
Forces are in eV/Å.


# 2
Molecular formula: C38H54BaCl6F8N2O26S4
Method: DFT, ωB97M-V/def2-TZVPD

Summary:
- frontier orbital gap (eV) = 5.61
- LUMO (hartree) = -0.1382
- energy relative to the best compared isomer or geometry (same formula, charge and spin) (kcal/mol) = 205.8
- net charge = 0
- electronic energy (eV) = -237389.1441
- HOMO energy (eV) = -9.37

XYZ file:
```
139
Properties=species:S:1:pos:R:3:forces:R:3
Ba -14.0060 15.9047 23.4526 0.28 -0.21 0.46
C -8.1979 17.5958 25.8277 0.21 -1.19 -0.05
F -8.4040 18.0206 24.5739 -0.82 -0.19 0.19
F -7.0398 16.9102 25.7626 -0.31 0.61 0.67
F -8.1355 18.6696 26.5970 0.18 -0.62 0.05
S -9.5026 16.2392 26.4587 -0.10 -1.51 1.11
O -9.8506 15.5011 25.2530 -0.14 0.97 0.02
O -8.9080 15.3801 27.5298 -1.27 2.69 -2.83
N -10.8746 17.1711 26.8786 2.42 -1.36 -2.68
S -10.8322 17.3447 28.4087 0.31 -0.43 5.47
O -11.6822 16.3545 29.0848 0.52 1.51 -0.85
O -9.4894 17.5163 28.9912 -1.96 0.50 -0.95
C -11.7090 19.0395 28.6846 1.56 -2.89 0.60
F -10.9748 19.9845 28.1472 0.03 0.89 0.26
F -12.8669 18.9754 28.0508 -0.99 0.59 0.30
F -11.8387 19.1865 30.0361 -0.27 0.42 -1.80
N -14.2377 11.8676 21.0657 -3.27 -2.74 0.54
S -13.1003 10.8558 20.8053 7.30 0.50 -0.33
O -13.3228 9.8658 19.7583 0.41 0.95 1.98
O -12.3231 10.6059 22.0380 -1.44 -0.38 -2.65
F -12.1092 11.9519 20.0504 -0.53 -0.61 0.28
S -15.3161 10.4916 21.3309 -4.16 -0.85 2.20
O -15.1124 9.4757 22.3734 1.28 1.77 -1.94
O -16.0325 10.0205 20.1729 0.74 1.28 0.67
F -16.3330 11.4010 22.1750 -0.41 0.69 -0.53
Cl -16.5906 6.0362 27.2247 -0.64 0.50 0.05
C -15.1352 5.2152 26.6788 1.62 0.70 1.44
C -15.3631 4.3670 25.4978 -1.18 0.15 -0.64
Cl -16.5465 3.1048 26.0177 0.49 -0.24 -0.66
H -14.7776 4.7071 27.5744 0.00 -0.45 -0.30
H -14.3882 5.9888 26.5013 -0.07 0.05 -0.37
H -14.4867 3.9840 24.9750 0.03 -0.40 0.63
H -15.8590 5.0121 24.7724 -0.25 -0.29 -0.17
Cl -8.9514 7.0656 26.3152 -0.63 -2.14 -0.58
C -8.4301 8.5895 26.8862 0.21 0.89 0.73
C -8.7308 8.7761 28.3929 -0.53 0.74 -0.83
Cl -7.4969 7.9725 29.3549 0.36 0.01 0.33
H -8.9080 9.2852 26.1965 0.01 0.49 0.62
H -7.3532 8.6156 26.7194 -0.07 0.32 0.19
H -9.6830 8.4030 28.7699 -0.03 -0.37 -0.67
H -8.8034 9.8443 28.5974 0.67 0.06 0.20
Cl -20.8583 5.5338 22.5530 -0.58 0.28 0.00
C -22.1113 6.6073 23.3105 -0.39 -1.09 -0.56
C -21.5078 7.9516 23.4763 2.21 -0.01 0.10
Cl -22.5147 9.0200 24.3547 -1.40 1.15 0.89
H -22.4197 6.0888 24.2183 0.38 0.45 0.25
H -23.0220 6.6520 22.7132 0.28 -0.12 -0.43
H -21.1759 8.4633 22.5729 -0.47 -0.43 -0.34
H -20.5854 7.8750 24.0520 -0.01 -0.24 0.09
C -18.1799 16.9356 26.0923 0.43 0.92 0.65
O -17.2325 15.8518 26.2440 -0.73 0.32 0.35
C -17.9218 14.6126 26.5003 -1.54 0.76 -1.61
C -17.1842 13.4157 26.9376 3.45 0.13 0.63
O -15.8139 13.4234 26.3832 -0.81 -0.01 -0.62
C -15.0066 12.4436 27.0172 -0.44 -0.45 0.98
H -18.8615 17.1191 26.9228 0.14 -0.80 0.59
H -18.8586 16.9921 25.2413 0.37 -0.95 -0.63
H -17.6214 17.8717 26.0863 0.44 -0.17 -0.22
H -18.4186 14.4063 25.5523 -0.36 -0.27 -0.07
H -18.6902 14.7254 27.2650 -0.24 0.45 -0.03
H -17.7184 12.4888 26.7287 -0.05 0.06 -0.31
H -17.0245 13.4732 28.0144 -0.10 -0.13 0.23
H -13.9266 12.5369 26.9034 -0.16 0.66 -0.54
H -15.2603 11.4242 26.7265 -0.22 -0.04 -0.21
H -15.2029 12.5439 28.0846 0.21 -0.25 0.27
C -11.4216 18.6531 19.9320 -0.37 -0.93 -0.24
O -12.1986 18.9426 21.0716 -0.29 0.90 1.05
C -12.4819 20.3583 21.1589 -0.26 0.08 1.02
C -13.4547 20.6114 22.3550 -0.32 -1.44 -0.34
O -14.6127 19.7773 22.2002 -0.73 -0.47 0.35
C -15.6813 20.4099 21.4758 0.71 -0.29 -0.34
H -11.1838 17.5894 19.9382 -0.02 -0.08 0.26
H -10.4590 19.1633 19.8971 -0.22 0.45 -0.13
H -12.0817 18.7816 19.0742 0.51 0.46 -0.49
H -12.8556 20.7054 20.1955 -0.22 0.07 -0.02
H -11.5669 20.9012 21.3957 0.23 0.06 -0.19
H -13.8360 21.5927 22.6373 0.61 0.55 -0.87
H -12.9628 20.2777 23.2687 0.17 -0.28 -0.04
H -16.4004 19.6711 21.1219 0.19 -0.25 0.23
H -15.2327 20.8515 20.5859 -0.29 0.38 -0.07
H -16.2309 21.1422 22.0671 0.25 0.16 0.13
C -8.1058 13.0591 9.4778 -0.04 0.45 0.88
O -7.4278 13.9377 10.3725 -0.14 -0.83 -0.12
C -6.3360 13.3722 11.0742 -1.16 0.41 1.23
C -6.7128 12.8319 12.4886 0.63 -0.58 0.06
O -7.3846 13.7202 13.2851 -0.58 2.33 1.99
C -7.4599 13.3517 14.6832 -0.31 -0.68 -0.97
H -7.5523 13.0342 8.5391 -0.40 -0.05 -0.28
H -9.1180 13.4621 9.4431 0.09 0.02 -0.73
H -8.2270 12.0484 9.8674 0.29 -0.18 0.16
H -5.6946 14.2492 11.1609 0.57 -0.44 0.37
H -5.8573 12.5317 10.5717 0.15 0.13 -0.40
H -5.7835 12.6089 13.0128 0.60 -0.41 -0.29
H -7.3307 11.9366 12.5566 0.17 -0.72 -1.03
H -6.5510 12.9634 15.1430 0.73 0.46 -0.42
H -8.1104 12.4824 14.7794 -0.58 0.03 0.00
H -7.8341 14.1727 15.2948 -0.03 0.06 -0.46
C -15.7314 2.3924 19.1195 -1.81 -1.49 -2.22
C -16.3194 1.4758 18.2508 -0.34 -1.49 2.51
C -16.2684 1.5444 16.7776 2.14 0.67 -3.39
O -16.6550 0.7121 15.9308 -0.07 1.25 2.91
C -15.4755 2.7238 16.2804 0.24 2.19 1.83
C -14.9286 3.6760 17.1280 -0.76 -0.69 -2.00
C -15.0337 3.6059 18.5950 -1.38 -3.01 0.40
O -14.6178 4.4289 19.3436 0.75 1.76 0.64
O -14.3408 4.8143 16.6717 -0.61 -1.05 -0.42
O -16.9463 0.2894 18.6987 1.09 2.51 0.03
H -15.9709 2.3263 20.1705 0.42 -0.10 0.12
H -15.5118 3.0799 15.2614 0.01 -0.75 -0.36
H -14.5782 5.4868 17.3143 0.48 0.52 0.44
H -17.2689 -0.1412 17.9037 -0.16 -0.30 -0.46
C -22.4624 5.3628 16.1503 1.23 0.98 1.63
C -23.6057 5.6745 15.5529 -1.27 -0.32 -2.16
C -24.2418 7.0914 15.4572 2.51 -1.50 -0.24
O -25.2756 7.1643 14.8424 -0.19 0.92 0.25
C -23.3269 8.1072 15.9830 0.10 0.73 1.02
C -22.1587 7.8407 16.6371 -1.10 0.89 -0.55
C -21.5740 6.4637 16.7176 0.48 -1.63 0.92
O -20.4591 6.2972 17.2468 -2.34 0.47 -1.26
O -21.4809 8.8511 17.2408 -0.71 -1.19 -0.94
O -24.2680 4.7633 14.7436 1.12 0.49 1.60
H -22.2001 4.3319 16.3368 0.45 -0.02 -0.47
H -23.5982 9.1524 16.0025 -0.37 0.08 -0.21
H -20.6478 8.4328 17.4702 0.85 -0.04 0.52
H -24.6583 5.3021 14.0515 -0.76 0.12 -0.10
C -18.9902 14.5731 15.9426 3.60 0.32 -1.15
C -18.3421 14.7802 17.1128 0.20 0.08 0.31
C -19.1312 15.0991 18.3860 0.57 0.25 0.41
O -18.6065 15.2750 19.4939 -0.45 -0.40 -1.81
C -20.5375 15.2357 18.1021 -0.82 -0.55 -0.73
C -21.0837 14.9669 16.8710 -1.43 1.18 1.72
C -20.3611 14.6824 15.6315 -0.52 -0.86 -0.57
O -20.9176 14.4968 14.5392 0.80 0.52 2.02
O -22.3895 15.0753 16.7115 -0.70 0.05 0.83
O -16.9709 14.8253 17.1919 -1.53 -0.29 -0.70
H -18.3493 14.4761 15.0788 0.25 -0.34 -0.13
H -21.2029 15.4589 18.9229 -0.06 0.02 0.01
H -22.6296 14.8077 15.8213 0.03 -0.07 -0.67
H -16.7076 14.3552 17.9864 0.13 0.08 0.52
```
Forces are in eV/Å.


# 3
Molecular formula: CNO7S
Method: DFT, ωB97M-V/def2-TZVPD

Summary:
- frontier orbital gap (eV) = 9.74
- LUMO (hartree) = 0.1336
- energy relative to the best compared isomer or geometry (same formula, charge and spin) (kcal/mol) = 32.5
- net charge = -1
- electronic energy (eV) = -27693.5206
- HOMO energy (eV) = -6.10

XYZ file:
```
10
Properties=species:S:1:pos:R:3:forces:R:3
C 1.9952 0.5694 -0.0047 0.63 0.22 -0.01
N -1.7450 0.7314 0.0709 1.74 0.30 2.31
O 2.7641 0.3695 0.8403 0.33 0.11 0.60
O 1.2290 -1.4844 -0.1859 -1.92 0.19 0.72
O 1.3420 0.9277 -0.8835 -0.38 0.85 -0.67
O -1.3076 -0.1129 -0.7752 -0.24 -0.32 -0.95
O -2.7125 1.4083 -0.1686 -0.72 0.24 -0.43
O -0.7504 -2.7016 -0.2741 -2.46 -2.96 -1.34
O -1.0971 0.8232 1.1594 -0.95 0.37 -1.11
S -0.1927 -1.5466 0.2786 3.96 0.98 0.88
```
Forces are in eV/Å.


# 4
Molecular formula: C19H18F3N3O2S
Method: DFT, ωB97M-V/def2-TZVPD

Summary:
- frontier orbital gap (eV) = 8.62
- LUMO (hartree) = -0.0026
- energy relative to the best compared isomer or geometry (same formula, charge and spin) (kcal/mol) = 1.6
- net charge = 0
- electronic energy (eV) = -47548.3923
- HOMO energy (eV) = -8.69

XYZ file:
```
46
Properties=species:S:1:pos:R:3:forces:R:3
C 2.5486 2.9380 -4.6616 -0.12 -0.11 -0.05
O 3.1186 4.2224 -4.6203 -0.05 0.17 -0.07
C 3.6745 4.5990 -3.3824 -0.12 0.18 0.14
C 2.6377 5.0782 -2.3462 0.54 0.04 -0.05
C 3.3235 5.8572 -1.2246 -0.08 -0.07 -0.17
N 1.8760 3.9670 -1.7890 -0.33 0.17 -0.12
C 2.4190 2.9300 -1.1139 -0.41 -0.02 0.00
O 3.6097 2.7952 -0.9070 0.30 -0.07 0.00
C 1.4229 1.9132 -0.6459 -0.04 -0.21 0.16
C 1.8118 0.5767 -0.6472 0.00 0.17 0.01
C 0.9491 -0.4105 -0.2158 -0.21 0.00 -0.03
C -0.3099 -0.0566 0.2569 0.46 0.71 -0.34
N -1.2250 -1.0338 0.6851 -0.16 -0.71 0.33
N -2.4898 -0.9307 0.2959 -0.89 0.14 -0.36
C -3.1059 -2.0080 0.7549 0.64 0.17 0.07
C -4.5561 -2.2281 0.5019 -0.65 0.07 -0.21
F -4.9863 -3.3730 1.0559 0.25 -0.15 0.15
F -5.3258 -1.2495 1.0075 0.15 0.15 0.07
F -4.8533 -2.3039 -0.8056 0.19 0.05 -0.10
C -2.2253 -2.8292 1.4684 0.26 0.29 -0.16
C -1.0082 -2.1657 1.4147 -0.82 -0.23 -0.04
C 0.2196 -2.5164 2.0757 0.64 -0.36 0.38
C 1.2053 -1.7081 2.5770 -0.42 -0.16 -0.12
C 2.2284 -2.4294 3.2216 0.17 -0.23 0.09
C 2.0144 -3.7711 3.2088 -0.25 -0.11 -0.09
S 0.5527 -4.1892 2.4148 0.23 0.61 -0.05
C -0.7086 1.2748 0.2657 -0.04 -0.23 0.10
C 0.1553 2.2545 -0.1852 0.17 -0.08 -0.10
H 1.5713 2.9017 -4.1658 0.07 -0.05 -0.08
H 3.2066 2.1961 -4.1954 0.00 -0.02 0.00
H 2.4189 2.6949 -5.7154 -0.03 -0.09 0.04
H 4.2643 3.7822 -2.9506 -0.01 0.10 -0.04
H 4.3392 5.4346 -3.6136 -0.01 -0.03 0.11
H 1.9200 5.7233 -2.8634 0.07 -0.11 0.03
H 3.8254 6.7325 -1.6261 0.07 0.13 -0.03
H 2.5896 6.1795 -0.4895 -0.03 0.05 0.06
H 4.0546 5.2208 -0.7342 0.07 0.01 0.07
H 0.8827 3.9587 -1.9520 0.11 -0.10 0.01
H 2.8005 0.3259 -0.9996 0.09 -0.02 -0.02
H 1.2462 -1.4471 -0.2464 0.01 -0.08 -0.01
H -2.4453 -3.7532 1.9606 -0.01 -0.17 0.18
H 1.1922 -0.6358 2.5019 -0.03 0.16 -0.02
H 3.0855 -1.9660 3.6752 0.17 0.04 0.09
H 2.6285 -4.5470 3.6202 0.16 -0.13 0.11
H -1.6955 1.5228 0.6231 -0.07 0.02 0.04
H -0.1553 3.2883 -0.1439 -0.03 0.09 0.00
```
Forces are in eV/Å.